Formula: C5H12N2O
Source: the OMol25 dataset
Level of theory: wB97M-V/def2-TZVPD

Element x y z (Å)
N -0.9156 1.2775 -2.2084
C 0.0500 0.7836 -1.2383
C 0.7528 -0.4447 -1.7328
C -0.7621 0.4980 0.1038
N -0.1657 0.1145 1.2639
C 1.2979 0.0250 1.3728
C -0.8293 -0.9938 2.0086
O -1.9832 0.5361 0.0646
H -1.4809 2.0236 -1.8243
H -1.5537 0.5563 -2.5105
H 0.7018 1.6427 -1.0645
H 1.4523 -0.1105 -2.4997
H 0.1526 -1.2926 -2.0567
H 1.2644 -0.8827 -0.8719
H 1.6353 -1.0120 1.4869
H 1.5596 0.3078 2.4096
H 1.7859 0.6470 0.6376
H -1.6973 -1.3420 1.4626
H -0.1455 -1.8066 2.2417
H -1.1192 -0.5274 2.9550

2S+1 ... 1
Total charge ... 0
E_HOMO ... -8.94 eV
E ... -382.44081 a.u.
Relative energy (zero: lowest compared OMol25 entry of this formula, charge and spin) ... 38.7 kcal/mol
Orbital gap ... 0.3592 hartree
SMILES string ... C[C@@H](N)C(=O)N(C)C

***

Formula: C5H4
Source: the OMol25 dataset
Level of theory: wB97M-V/def2-TZVPD

Element x y z (Å)
C 1.7833 0.8046 0.5934
C 0.6307 -0.0277 0.3489
C -0.4329 -0.4549 -0.0373
C -1.6655 -0.8331 -0.5235
C -2.7470 -1.1448 -0.9520
H 1.5119 1.7693 0.1449
H 2.6558 0.3986 0.0768
H 1.9603 0.9352 1.6623
H -3.6967 -1.4473 -1.3134

2S+1 ... 1
Total charge ... 0
E_HOMO ... -9.25 eV
E ... -192.79101 a.u.
Relative energy (zero: lowest compared OMol25 entry of this formula, charge and spin) ... 2.0 kcal/mol
Orbital gap ... 0.3739 hartree
SMILES string ... C#CC#CC

***

Formula: C33H35FN7O2S4Y
Source: the OMol25 dataset
Level of theory: wB97M-V/def2-TZVPD

Element x y z (Å)
Y -1.0831 0.6781 0.0233
O 1.1314 1.5645 0.7745
S 2.4541 1.9591 1.3268
C 3.4950 0.4972 1.2628
C 4.8579 0.6470 1.4831
C 5.6798 -0.4642 1.3977
C 5.1382 -1.7054 1.0784
C 3.7766 -1.8364 0.8533
C 2.9416 -0.7295 0.9484
C 2.2880 2.0429 3.1063
C 1.3475 1.2547 3.7492
C 1.2151 1.3648 5.1246
C 2.0239 2.2448 5.8338
C 2.9585 3.0326 5.1760
C 3.0850 2.9424 3.7968
H 5.2717 1.6227 1.7130
H 6.7449 -0.3609 1.5642
H 5.7855 -2.5694 0.9939
H 3.3502 -2.7957 0.5878
H 1.8784 -0.8152 0.7665
H 0.7060 0.5900 3.1843
H 0.4455 0.7907 5.6217
H 1.9053 2.3350 6.9067
H 3.5693 3.7349 5.7300
H 3.7803 3.5777 3.2598
F -1.1671 7.5881 1.0059
C -1.1338 6.3825 0.3510
C -2.3075 5.6886 0.1475
C -2.2675 4.4758 -0.5223
C -1.0662 3.9216 -1.0042
C -1.0176 2.6136 -1.6598
C 0.0989 4.6705 -0.7526
C 0.0751 5.8880 -0.0870
H -3.2409 6.0892 0.5229
H -3.1876 3.9201 -0.6645
H -0.2175 2.5803 -2.4044
H -1.9548 2.3834 -2.1784
H 1.0548 4.2789 -1.0884
H 0.9842 6.4478 0.0972
C -4.5414 -2.3695 -4.4570
N -3.2862 -3.0650 -4.3069
C -3.2537 -4.5130 -4.3975
C -1.8146 -4.8316 -3.9901
N -1.4949 -3.6745 -3.1819
C -2.2936 -2.6228 -3.4699
S -2.1398 -1.0850 -2.8801
H -4.8947 -2.4529 -5.4872
H -4.3966 -1.3231 -4.1987
H -5.3009 -2.7810 -3.7824
H -3.4950 -4.8530 -5.4064
H -3.9774 -4.9570 -3.6999
H -1.1579 -4.9051 -4.8642
H -1.7355 -5.7553 -3.4180
H -0.5729 -3.5310 -2.7862
S -1.6046 2.4984 2.1901
C -1.9531 1.5675 3.5364
N -2.1764 0.9695 4.5074
N 2.1554 1.2018 -1.9595
C 1.6415 -0.0603 -1.9474
O 0.6479 -0.3167 -1.2342
C 2.3205 -1.0641 -2.7072
C 3.4535 -0.7341 -3.4792
N 4.3730 -0.4048 -4.1013
C 1.8722 -2.3958 -2.6737
N 1.5218 -3.4999 -2.6647
H 1.5299 1.9105 -1.6043
H 2.7975 1.4563 -2.6913
C -2.5605 -2.8190 0.7027
C -1.1038 -2.6860 1.1446
C -0.8172 -3.6934 2.2652
C -0.7684 -1.2437 1.5462
H -2.8279 -3.8626 0.5002
H -2.7603 -2.2392 -0.2003
H -3.2278 -2.4449 1.4860
H -0.4699 -2.9617 0.2896
H -1.4368 -3.4623 3.1379
H 0.2285 -3.6348 2.5791
H -1.0271 -4.7265 1.9595
H 0.2785 -1.2446 1.9004
H -1.3618 -0.9928 2.4446
S -5.9438 0.1297 -1.4152
C -4.4504 0.3814 -0.8171
N -3.3744 0.5606 -0.3933

2S+1 ... 1
Total charge ... -2
E_HOMO ... -1.64 eV
E ... -3543.42724 a.u.
Relative energy (zero: lowest compared OMol25 entry of this formula, charge and spin) ... 0.8 kcal/mol
Orbital gap ... 0.2006 hartree

***

Formula: C3H4N2OS2
Source: the OMol25 dataset
Level of theory: wB97M-V/def2-TZVPD

Element x y z (Å)
C 0.0984 1.1869 -1.0213
C 1.2930 0.7981 -1.3092
C -0.9389 -0.1796 0.7177
N -0.9482 0.5273 -0.3671
N -2.1086 -0.7384 1.1358
O 3.5978 -0.2240 -1.2579
S 0.4355 -0.7449 1.7735
S 2.3666 -0.1816 -2.0571
H -0.2266 2.1588 -1.2697
H -2.7605 -1.0491 0.3880
H -2.3856 -1.1067 2.0604
H 1.5769 -0.4468 1.2068

2S+1 ... 1
Total charge ... 0
E_HOMO ... -9.17 eV
E ... -1097.72656 a.u.
Relative energy (zero: lowest compared OMol25 entry of this formula, charge and spin) ... 80.3 kcal/mol
Orbital gap ... 0.3312 hartree

***

Formula: C21H29IN3O7RhSbTe
Source: the OMol25 dataset
Level of theory: wB97M-V/def2-TZVPD

Element x y z (Å)
Rh 0.8719 -0.2509 0.9756
O 5.0801 -0.5157 0.0287
C 3.8589 -0.4622 -0.0956
O 3.0299 -0.4617 0.8880
C 3.2821 -0.5156 -1.4946
C 3.9734 0.1004 -2.5268
C 3.4693 0.1404 -3.8279
C 2.2595 -0.4739 -4.0391
O 1.5524 -0.6021 -5.2189
C 0.3222 -1.2163 -4.8553
O 0.4288 -1.6869 -3.5211
C 1.5866 -1.1177 -3.0212
C 2.0652 -1.1623 -1.7378
H 4.9210 0.5655 -2.2926
H 3.9977 0.6359 -4.6312
H 0.1307 -2.0597 -5.5215
H -0.4855 -0.4761 -4.9196
H 1.5337 -1.6862 -0.9525
C 2.1161 4.7353 -0.5040
N 1.2968 3.9730 0.4210
C 0.6239 4.5650 1.4438
C -0.1003 3.8396 2.3068
C -0.1302 2.3938 2.1698
O -0.8078 1.7112 2.9571
N 0.5832 1.8211 1.1546
C 1.2926 2.5790 0.2612
O 1.9019 2.1009 -0.6817
H 1.8654 5.7902 -0.4037
H 1.9250 4.4027 -1.5212
H 3.1770 4.5884 -0.2976
H 0.7037 5.6430 1.5005
H -0.6512 4.2856 3.1188
Te 0.3010 -0.8164 3.5689
N 2.6539 -3.0093 2.0649
C 1.3574 -2.7936 1.8284
O 0.9631 -2.3563 0.7025
C 0.3749 -2.9636 2.8954
I 2.1912 -1.9732 5.6938
H 3.2621 -2.3992 1.5195
H 2.9148 -3.1060 3.0404
H 0.6616 -3.5086 3.7846
H -0.6243 -3.1596 2.5304
C -3.8359 -0.2692 3.0911
C -3.5028 0.2697 1.7060
Sb -1.7416 -0.5831 0.8393
C -1.8198 0.5422 -1.0109
C -3.0906 0.4599 -1.8473
C -2.4571 -2.4700 0.0878
C -3.9724 -2.6044 0.0019
H -4.7275 0.2128 3.5001
H -3.0073 -0.0899 3.7769
H -4.0224 -1.3459 3.0737
H -3.2896 1.3375 1.7554
H -4.3166 0.1087 0.9966
H -0.9561 0.2080 -1.5902
H -1.6043 1.5709 -0.7123
H -3.2870 -0.5630 -2.1752
H -3.0061 1.0734 -2.7489
H -3.9688 0.8089 -1.2994
H -2.0352 -3.2592 0.7105
H -1.9798 -2.5705 -0.8893
H -4.4355 -2.5331 0.9878
H -4.2539 -3.5717 -0.4221
H -4.4193 -1.8299 -0.6225

2S+1 ... 1
Total charge ... -1
E_HOMO (alpha / beta) ... -3.85 / -3.80 eV
E ... -2425.21754 a.u.
Orbital gap (alpha / beta) ... 0.2209 / 0.2206 hartree

***

Formula: C26H37N5O4
Source: the OMol25 dataset
Level of theory: wB97M-V/def2-TZVPD

Element x y z (Å)
C 3.9887 3.3409 -3.7925
H 4.4291 4.3365 -3.7969
C 2.6724 3.3344 -3.0273
C 2.8690 3.7702 -1.5778
C 1.5440 3.9167 -0.8290
N 0.7972 2.6669 -0.7444
C -0.2515 2.4639 -1.5899
O -0.6838 3.3543 -2.2926
C -0.8888 1.0812 -1.5430
H -0.1423 0.3471 -1.2357
C -2.0398 1.0621 -0.5315
H -2.8381 1.7065 -0.9020
H -1.7186 1.4474 0.4373
C -2.5340 -0.3812 -0.3609
N -2.4094 -1.1080 -1.6035
C -2.0319 -2.4036 -1.6959
O -1.8851 -2.9722 -2.7615
C -1.8407 -3.1196 -0.3898
C -2.9479 -3.6142 0.2854
C -2.7868 -4.3486 1.4475
C -1.5142 -4.5781 1.9425
C -0.4093 -4.0858 1.2696
C -0.5530 -3.3653 0.0917
C 0.6408 -2.8697 -0.6636
H 0.6509 -3.3054 -1.6618
H 0.6082 -1.7874 -0.7869
H 1.5615 -3.1386 -0.1515
H 0.5814 -4.2700 1.6594
H -1.3807 -5.1457 2.8517
H -3.6513 -4.7395 1.9637
H -3.9363 -3.4314 -0.1109
C -2.5770 -0.3085 -2.7984
C -1.4310 0.7044 -2.9284
H -1.7864 1.6072 -3.4271
H -0.6193 0.2842 -3.5222
H -2.5907 -0.9907 -3.6491
H -3.5435 0.2017 -2.7381
H -1.9431 -0.8917 0.4036
H -3.5820 -0.3799 -0.0292
C 1.2839 1.6812 0.1563
C 0.9337 1.7600 1.4839
N 0.0621 2.7190 1.9120
H 0.0884 3.0135 2.8726
H -0.1592 3.4303 1.2332
N 1.3934 0.8476 2.3981
C 2.2476 -0.1887 2.0284
O 2.6699 -0.9929 2.8244
N 2.5768 -0.2200 0.7059
C 2.1478 0.6308 -0.3185
O 2.4986 0.4287 -1.4601
H 3.1962 -0.9725 0.4250
C 0.9433 0.8559 3.7823
C -0.5225 0.4431 3.9305
C -0.7875 -0.9637 3.3981
C -2.2486 -1.3522 3.5811
H -2.4290 -2.3448 3.1781
H -2.8992 -0.6492 3.0645
H -2.5132 -1.3524 4.6359
H -0.5317 -1.0102 2.3369
H -0.1472 -1.6781 3.9173
H -1.1735 1.1467 3.4082
H -0.7722 0.4800 4.9925
H 1.5775 0.1314 4.2991
H 1.1218 1.8421 4.2228
H 1.7370 4.2858 0.1852
H 0.9002 4.6244 -1.3567
H 3.3770 4.7372 -1.5482
H 3.5018 3.0420 -1.0654
H 1.9573 4.0021 -3.5117
H 2.2575 2.3262 -3.0403
H 4.6947 2.6528 -3.3333
H 3.8299 3.0306 -4.8220

2S+1 ... 1
Total charge ... 0
E_HOMO ... -8.90 eV
E ... -1587.81428 a.u.
Relative energy (zero: lowest compared OMol25 entry of this formula, charge and spin) ... 0.0 kcal/mol
Orbital gap ... 0.3374 hartree
SMILES string ... CCCCN(C(=O)C1CCN(C(=O)c2ccccc2C)CC1)c1c(N)n(CCCC)c(=O)[nH]c1=O